Here is an isolated ion of composition C2H2NO2S and charge -1 at a distorted geometry from the Open Molecules 2025 dataset. Energies are from the ωB97M-V functional and the def2-TZVPD basis.

- E (eV) = -18524.9271
- frontier orbital gap (eV) = 7.1
- SMILES string = C=NC#S(=O)[O-]
- molar mass (g/mol) = 104.1
- ΔE to the lowest compared entry with this formula, charge and spin (kJ/mol) = 337.91

The geometry in ORCA input format:
```
! wB97M-V def2-TZVPD RIJCOSX def2/J DEFGRID3
* xyz -1 1
C 1.205 1.939 -1.139
C 0.393 -0.247 -0.185
N 0.872 0.840 -0.699
O 2.670 4.067 -0.883
O 3.897 1.901 -0.774
S 2.766 2.705 -0.285
H 0.390 -1.341 -0.673
H -0.298 -0.162 0.639
*
```

Listed below, in e, are the Löwdin charges computed for each atom: atom 1 (C): -0.169, atom 2 (C): -0.141, atom 3 (N): -0.189, atom 4 (O): -0.600, atom 5 (O): -0.565, atom 6 (S): 0.578, atom 7 (H): 0.072, atom 8 (H): 0.013